[1]
Entry from the OMol25 dataset: a 5-piece molecular cluster, C28H62ClF3N6O8PS overall at a distorted geometry (the ωB97M-V functional and the def2-TZVPD basis).

- E_HOMO (Eh) = -0.3932
- orbital gap (eV) = 5.659
- charge = +1
- maximum force (Eh/bohr) = 0.0421
- M (u) = 766.33
- energy (eV) = -96149.1899
- multiplicity = 1

Geometry as XYZ:
```
110
Properties=species:S:1:pos:R:3:forces:R:3:lowdin_charge:R:1
H -2.804 2.773 -3.680 0.0 0.0 0.0 0.12
H -2.881 -3.113 4.381 -0.1 -0.1 0.0 0.07
H -3.078 4.183 6.518 0.0 0.0 0.0 0.08
H -0.571 -2.282 -4.734 0.1 0.0 0.0 0.11
H -5.600 -0.001 -3.832 0.0 0.1 0.0 0.09
F 7.800 2.936 -0.795 0.2 -0.3 0.1 0.15
N -5.657 4.701 4.384 0.0 -0.2 -0.1 0.04
C 5.170 0.025 -1.141 0.9 0.5 -0.4 -0.05
C -1.986 0.198 -1.495 0.1 0.0 0.1 -0.07
H 0.593 -0.077 4.320 0.0 0.2 -0.2 0.07
C -2.541 -1.665 1.600 0.2 -0.1 0.1 -0.10
C 2.536 4.060 -3.633 -0.6 -0.7 0.4 -0.26
H -1.611 3.681 2.500 0.0 0.0 0.0 0.08
F 7.944 1.296 0.639 0.2 0.3 -0.3 0.16
H 1.894 -5.241 -5.008 -0.1 -0.1 0.1 0.08
H -1.629 -1.684 0.998 0.0 0.1 0.0 0.07
H -6.057 -2.619 3.852 0.0 0.0 0.0 0.08
H 1.309 -5.164 -6.667 0.0 0.0 0.0 0.09
H 1.009 -3.070 4.089 0.1 -0.3 -0.1 0.12
H -1.031 -0.031 -1.019 0.0 0.0 0.0 0.07
H -4.783 -1.009 5.022 0.1 0.1 0.0 0.14
H 0.290 -2.095 2.843 0.0 0.2 -0.4 0.10
C -3.854 4.765 6.016 0.0 0.0 0.1 -0.07
C -4.212 -1.591 4.292 0.0 -0.2 -0.2 -0.43
C 3.790 0.232 -1.322 -0.6 -0.1 0.1 0.00
C -3.081 1.915 -3.061 0.0 0.2 -0.1 -0.21
H 1.445 -1.394 -3.456 -0.1 0.0 0.1 0.04
H 5.540 -1.925 -0.489 0.1 -0.2 -0.2 0.16
H -5.603 -1.433 2.627 0.0 0.0 0.0 0.08
H -2.973 -2.291 5.757 -0.1 0.0 0.1 0.07
O 2.365 -1.945 3.126 -0.1 -0.2 -0.3 -0.13
H 6.586 -0.781 0.265 0.4 0.2 0.2 0.11
H 2.386 0.524 -5.160 -0.1 -0.3 -0.3 0.04
H 1.527 -1.075 5.423 0.2 0.0 0.2 0.08
H 1.618 -1.222 1.331 -0.3 -0.2 -0.1 0.12
C -5.214 -2.192 3.310 -0.1 0.1 0.0 -0.07
H -1.619 3.331 4.238 0.0 0.0 0.1 0.09
H -3.375 2.211 5.047 0.0 0.1 0.1 0.11
C 1.909 1.408 -4.763 0.3 0.5 1.1 -0.28
C 6.022 0.725 -1.993 -1.0 0.0 0.3 -0.16
C 5.572 -0.925 -0.051 -0.2 -0.7 0.3 -0.16
H 2.281 -2.702 -3.879 0.0 0.0 0.0 0.07
H 1.670 3.858 -3.010 0.0 0.0 0.3 0.04
O 8.480 0.900 -3.064 -0.5 0.6 0.0 -0.28
H -1.142 2.018 -2.198 0.0 0.1 -0.1 0.13
C -4.797 3.864 5.224 0.2 0.2 -0.1 -0.43
H -4.221 -0.761 -3.043 0.0 0.0 0.1 0.07
H -1.750 -0.011 -4.189 0.0 -0.1 0.0 0.08
N 4.089 1.629 -3.067 -1.0 0.2 0.5 -0.22
O 8.082 -0.776 -1.363 -0.7 0.2 0.4 -0.23
C -1.789 1.230 -2.600 -0.1 -0.3 0.1 -0.42
H -5.437 3.350 5.947 0.0 -0.1 0.0 0.14
O 0.716 -3.600 -5.516 0.0 0.0 0.1 -0.19
S 7.803 0.533 -1.866 1.7 -1.2 -0.6 0.76
H -3.647 2.307 -2.207 0.0 -0.1 0.1 0.13
H 3.271 4.655 -3.109 0.2 0.0 0.1 0.04
H 4.029 -2.684 1.754 0.3 -0.2 0.1 0.14
H 0.183 -5.610 -5.375 0.0 0.0 0.1 0.09
H -3.371 5.508 5.383 0.0 0.0 -0.1 0.06
C -4.734 0.190 -3.201 -0.1 0.0 -0.2 -0.10
H 0.995 -4.365 -1.376 0.0 0.0 0.0 0.07
C -2.173 3.811 3.427 0.0 0.0 -0.2 -0.11
H -2.382 -0.739 -1.886 -0.1 0.0 0.0 0.07
N -1.078 0.585 -3.710 0.0 0.1 -0.1 0.05
H -0.842 1.288 -4.404 0.0 0.0 0.0 0.06
H -0.014 -5.198 -2.558 0.0 0.0 0.0 0.08
N -3.547 -2.679 5.014 0.1 0.2 0.0 0.05
H -1.025 -3.957 -4.453 0.1 -0.1 0.1 0.13
H -5.083 0.588 -2.244 0.0 0.0 0.0 0.09
H 1.267 1.876 -5.498 -0.1 0.0 -0.3 0.05
H -0.189 -1.346 5.222 -0.3 -0.2 0.0 0.06
C -4.083 2.770 4.419 -0.2 -0.1 0.1 -0.22
H -4.410 5.308 6.778 0.0 0.0 0.0 0.08
H -2.704 -0.083 4.451 0.1 0.0 0.0 0.11
P 3.248 2.581 -4.405 1.0 0.3 -1.7 0.94
H -2.951 -2.677 1.603 -0.1 0.0 -0.1 0.08
N 3.246 0.979 -2.231 0.8 0.2 -0.2 0.14
H 2.188 4.649 -4.475 0.0 0.1 -0.3 0.05
C 8.343 1.740 -0.553 -0.1 0.0 0.1 -0.65
H -2.257 4.883 3.617 0.1 0.0 0.1 0.08
C 0.483 -3.149 -3.086 0.1 -0.3 0.0 -0.43
H -0.237 -2.646 -2.434 0.0 0.1 -0.1 0.12
H 1.348 1.182 -3.866 -0.3 -0.2 0.0 0.00
C 1.036 -4.977 -5.630 0.1 0.1 -0.2 -0.10
Cl 6.369 2.470 -4.020 -0.4 0.3 -0.1 0.87
H -5.099 5.040 3.606 0.0 0.1 0.0 0.07
C 0.812 -4.494 -2.443 0.0 0.0 0.1 -0.06
C 2.524 -1.216 1.938 0.2 0.0 0.3 -0.19
N 1.698 -2.326 -3.135 0.1 0.3 0.0 0.04
O 4.731 -0.848 1.059 -0.1 0.5 -0.1 -0.11
F 9.664 1.797 -0.621 -0.6 0.1 0.2 0.19
C 3.701 -1.827 1.179 -0.5 0.2 0.1 -0.15
H -3.727 0.133 3.036 0.0 -0.1 -0.1 0.11
C 5.410 1.561 -2.969 0.8 -0.3 0.2 -0.63
C -0.173 -3.265 -4.470 -0.1 0.2 0.0 -0.21
H -3.249 -0.975 1.134 -0.1 0.0 0.0 0.08
O -2.180 -1.245 2.901 0.0 0.1 -0.1 -0.20
H -4.839 2.055 4.082 0.0 0.0 -0.1 0.12
H -2.665 0.566 -0.725 0.0 0.0 0.0 0.07
C -3.213 -0.621 3.647 0.0 0.1 0.2 -0.20
H -6.371 4.124 3.949 -0.1 0.0 0.1 0.07
H 3.360 -2.168 0.204 0.2 -0.1 -0.3 0.12
H 1.707 -4.943 -2.869 0.0 0.0 -0.1 0.07
H 3.108 -0.269 -0.658 -0.2 0.0 0.0 0.12
O -3.909 1.121 -3.882 0.0 -0.1 0.1 -0.18
O -3.442 3.215 3.239 0.1 0.0 0.0 -0.19
H -4.776 -2.995 2.719 0.1 0.0 0.0 0.06
C 0.723 -1.088 4.698 0.1 0.4 0.0 -0.07
C 1.050 -2.092 3.620 -0.4 -0.2 0.7 -0.26
H 2.745 -0.173 2.164 0.1 0.2 0.0 0.13
```
Forces are in eV/Å.

=====

[2]
Entry from the OMol25 dataset: one molecule with the formula C6H13NO at a distorted geometry (the ωB97M-V functional and the def2-TZVPD basis).

- E_HOMO (Eh) = -0.3025
- orbital gap (eV) = 9.269
- maximum force (Eh/bohr) = 0.0688
- M (u) = 115.18
- energy (eV) = -9969.3842
- multiplicity = 1
- SMILES string = C[C@@H]1CNC[C@@H](C)O1

Geometry as XYZ:
```
21
Properties=species:S:1:pos:R:3:forces:R:3:lowdin_charge:R:1
C -0.947 1.321 0.042 0.0 -1.5 0.0 -0.16
H -2.893 -0.088 -0.950 -0.4 -0.2 -0.5 0.07
H 1.700 -1.014 -1.518 -0.3 0.4 0.7 0.15
C 1.314 0.990 -0.687 2.6 -1.3 2.0 -0.18
H 2.426 1.208 -0.488 -1.5 0.2 -0.2 0.14
H -3.209 -0.612 0.761 0.6 0.0 -1.1 0.10
C -2.541 -0.707 -0.146 0.5 0.0 1.9 -0.06
H 1.078 1.410 -1.625 -0.3 0.0 -1.3 0.10
C 1.246 -0.561 -0.598 -1.8 0.5 -1.8 -0.36
C -1.141 -0.265 0.217 1.7 1.3 -0.5 -0.33
H -0.871 -0.501 1.290 -0.3 0.1 -1.1 0.14
C 1.879 -1.143 0.609 1.0 0.1 1.4 -0.07
N 0.465 1.628 0.273 -1.4 1.3 -1.9 -0.07
H 1.406 -0.884 1.579 0.1 0.0 -0.6 0.09
H -1.522 1.830 0.835 0.0 -0.2 -0.4 0.12
H 2.950 -0.888 0.690 -0.4 0.3 -0.1 0.09
H -2.402 -1.753 -0.359 -0.7 -0.5 -0.6 0.07
H 1.890 -2.209 0.533 -0.3 -0.8 0.0 0.07
H 0.662 1.558 1.226 0.8 -0.4 1.5 0.08
H -1.325 1.674 -0.985 0.7 -0.6 1.4 0.14
O -0.165 -0.993 -0.700 -0.7 1.3 1.2 -0.13
```
Forces are in eV/Å.

=====

[3]
Entry from the OMol25 dataset: C14H25AlCl18NO4 as an isolated structure at a distorted geometry (the ωB97M-V functional and the def2-TZVPD basis).

- E_HOMO (Eh) = -0.2063
- orbital gap (eV) = 7.264
- charge = -1
- maximum force (Eh/bohr) = 0.1975
- M (u) = 936.49
- energy (eV) = -256601.2123
- multiplicity = 1

Geometry as XYZ:
```
63
Properties=species:S:1:pos:R:3:forces:R:3:lowdin_charge:R:1
C -1.222 -5.988 5.310 -0.1 0.1 0.0 -1.09
Cl -3.596 -2.387 -2.937 -0.2 -0.2 0.0 0.49
H -6.580 -4.635 -2.629 -0.2 0.2 0.1 0.03
Cl 1.145 -0.499 -5.033 0.6 0.2 -0.5 0.49
H 0.079 0.476 -0.982 0.9 2.3 -0.3 0.06
Cl -8.848 -3.998 -2.467 -0.1 -0.1 -0.1 0.49
C 0.247 2.273 -2.375 -7.3 0.0 0.3 -0.33
Cl 0.391 7.555 -2.381 -0.1 0.3 -0.1 0.55
Cl 0.948 0.375 -7.807 -0.1 0.0 -0.2 0.49
H 3.688 10.107 -0.709 0.0 -0.2 0.2 0.03
C 2.060 3.833 -2.888 6.0 1.0 -3.7 -0.27
O -1.098 2.388 -2.552 8.5 -0.4 0.3 -0.10
O 5.654 -1.287 -0.681 -9.6 1.1 2.3 -0.11
C 0.699 -1.850 2.745 0.2 0.0 -0.6 -1.01
C -2.107 -2.107 -3.849 0.5 0.0 -0.3 -1.01
H 0.463 8.890 -0.434 -0.1 -0.4 -0.1 -0.04
C -7.109 -3.687 -2.509 0.3 0.0 -0.2 -1.05
H -2.346 -2.060 -4.914 0.0 0.1 0.3 0.03
Cl -1.408 -3.424 6.750 -0.2 0.8 0.5 0.56
H 2.402 5.786 -1.740 -1.4 -2.5 0.2 0.06
C -0.003 7.938 -0.700 -0.3 0.2 0.1 -1.00
H -0.531 0.837 -6.025 0.3 -0.1 0.0 0.02
Cl -0.665 -7.633 5.637 0.0 -0.1 0.3 0.54
O 1.105 2.849 -3.422 0.5 1.4 3.9 -0.04
C 0.738 1.459 -1.040 -0.9 0.5 -0.4 -0.22
H -2.009 -5.730 6.022 0.3 -0.4 -0.4 -0.07
H -0.035 -2.344 2.104 0.1 0.2 0.3 0.03
Cl -6.565 -2.909 -1.017 0.1 0.0 -0.1 0.49
O 3.193 4.039 -3.615 -7.7 -1.4 4.4 -0.05
H 3.352 0.916 -2.507 -0.2 -0.2 -0.2 -0.08
Cl -0.364 -8.669 1.208 0.0 0.1 0.0 0.49
C 3.873 9.504 0.183 0.3 0.2 -0.2 -1.00
H -6.886 -3.030 -3.354 -0.1 -0.1 0.3 0.02
H 0.238 -8.605 3.491 0.2 -0.1 -0.4 -0.06
Cl 4.457 7.910 -0.310 0.0 0.1 0.0 0.53
H 1.020 1.710 -5.861 0.0 -0.3 0.0 0.02
C 0.554 0.758 -6.127 -0.1 0.3 0.4 -1.02
Al 2.702 0.867 -1.053 0.5 0.5 0.1 0.14
Cl 1.848 -10.036 2.525 0.1 0.0 0.1 0.49
H 0.453 2.148 -0.107 0.5 -1.4 -2.1 0.08
Cl -1.341 -0.590 -3.364 -0.8 -0.2 0.3 0.54
C 0.789 -8.622 2.548 -0.1 0.3 0.3 -1.06
Cl 0.587 6.682 0.394 -0.4 0.5 0.5 0.55
Cl -1.862 -5.847 3.668 0.0 0.1 0.0 0.52
Cl 0.491 -0.099 2.615 0.0 -0.1 -0.1 0.52
H 4.633 9.985 0.804 -0.2 -0.2 -0.1 0.03
N 2.950 -0.922 -0.283 10.0 -1.4 -0.7 -0.03
H -0.381 -5.299 5.424 -0.2 -0.4 -0.2 -0.03
Cl 0.469 -2.396 4.411 0.1 -0.1 0.1 0.47
H 1.398 -7.719 2.460 -0.1 -0.3 -0.1 0.03
H 3.617 1.827 -0.132 -0.2 0.2 0.2 -0.10
H -1.088 8.018 -0.599 0.3 -0.2 -0.1 0.03
C -2.791 -3.331 7.847 0.0 0.4 0.3 -0.97
H -2.427 -3.280 8.876 -0.1 -0.1 -0.3 0.03
H -1.415 -2.931 -3.662 -0.2 0.2 0.1 0.03
H 0.781 4.854 -1.151 2.3 -0.6 -1.1 0.02
C 4.331 -1.107 -0.408 -0.7 0.1 -1.6 -0.27
Cl -3.835 -4.748 7.677 -0.1 0.0 0.1 0.54
C 1.882 4.732 -1.528 0.7 -0.6 -0.2 -0.11
H 1.708 -2.113 2.420 -0.2 0.2 0.1 0.03
Cl 2.372 9.373 1.109 0.2 0.3 0.2 0.53
H -3.370 -2.434 7.616 0.1 -0.3 -0.1 0.04
H 2.567 4.227 -0.692 -1.6 0.8 -1.8 0.10
```
Forces are in eV/Å.